No. 1
A 2-piece molecular cluster, CH5NO2Si overall at a distorted geometry, computed with the ωB97M-V functional and the def2-TZVPD basis.

HOMO energy (alpha / beta) = -0.327 / -0.328 Eh
HOMO-LUMO gap (alpha / beta) = 7.11 / 7.15 eV
relative energy (zero: lowest compared OMol25 entry of this formula, charge and spin) = 352.0 kJ/mol
LUMO (alpha / beta) = -1.8 / -1.8 eV
max |F| = 0.1057 hartree/bohr
energy = -535.632352 a.u.

```
10
CH5NO2Si the ωB97M-V functional and the def2-TZVPD basis
C 0.96535 0.18864 -0.87241
N -1.97781 -0.21108 0.28897
O -2.16869 -0.33570 -0.89506
O -2.81806 -0.33593 1.16295
Si 0.75418 0.13671 0.97412
H 0.96721 1.04540 -1.42815
H 1.59382 -0.58225 -1.26950
H -0.01503 -0.39773 -1.25062
H 1.21541 1.36876 1.53888
H 1.48363 -0.87681 1.75082
```

What are the natural (NBO) partial charges on each atom? They are as follows, in elementary charge units: -1.1766, 0.3706, -0.3918, -0.3992, 1.1196, 0.2565, 0.2619, 0.3018, -0.1843, -0.1584



No. 2
A 4-piece molecular cluster, C22H35NO6Si overall at a distorted geometry, computed with the ωB97M-V functional and the def2-TZVPD basis.

HOMO energy = -0.334 Eh
SMILES = CC(C)C[Si@](C)(OC#N)OC(=O)c1ccccc1.CC(C)=O.CC(C)=O.CC(C)=O
HOMO-LUMO gap = 9.71 eV
LUMO = 0.6 eV
max |F| = 0.0300 hartree/bohr
energy = -1655.066891 a.u.

```
65
C22H35NO6Si the ωB97M-V functional and the def2-TZVPD basis
C 6.92890 -1.62061 2.76449
C 5.98463 -2.24400 1.72660
C 5.52345 -3.62412 2.28431
C 4.71646 -1.40377 1.42302
Si 4.86207 0.44457 1.61065
C 5.97787 1.26587 0.37374
O 5.23655 0.90374 3.22357
C 5.63171 2.13382 3.33524
N 6.14129 3.16803 3.36764
O 3.30947 1.10931 1.37666
C 2.53158 0.49014 0.45563
O 2.89320 0.35460 -0.68771
C 1.17880 0.01700 0.88765
C 0.25032 0.97279 1.28634
C -1.02791 0.57533 1.64637
C -1.36873 -0.76851 1.60692
C -0.42375 -1.71155 1.24211
C 0.85979 -1.33137 0.87843
H 6.38989 -1.31606 3.66241
H 7.66180 -2.36910 3.07217
H 7.50015 -0.77898 2.36293
H 6.55467 -2.46444 0.82358
H 6.25162 -4.04463 2.97765
H 5.32238 -4.32967 1.47628
H 4.58957 -3.51414 2.83923
H 3.84008 -1.73732 1.98529
H 4.46798 -1.56298 0.36861
H 6.07872 2.33467 0.56431
H 5.49517 1.16769 -0.60146
H 6.95530 0.78374 0.31096
H 0.52302 2.01663 1.31132
H -1.73944 1.33897 1.92519
H -2.38031 -1.05510 1.86239
H -0.69133 -2.76176 1.22354
H 1.58923 -2.07737 0.58764
C -2.96228 4.82750 -0.01565
C -1.71033 3.98762 -0.07311
C -1.08348 3.78175 -1.42975
O -1.23013 3.49736 0.92275
H -3.30716 4.89338 1.01386
H -2.75480 5.83258 -0.38598
H -3.74491 4.37223 -0.62454
H -0.79770 4.74314 -1.85962
H -1.79109 3.28376 -2.09453
H -0.19585 3.16032 -1.32934
C -3.68897 -1.65094 -3.08041
C -2.74022 -1.04335 -2.07791
C -1.26402 -1.09655 -2.39711
O -3.13782 -0.53064 -1.05539
H -4.70960 -1.54226 -2.72833
H -3.59225 -1.14138 -4.04075
H -3.46479 -2.71238 -3.20636
H -1.06469 -0.56692 -3.33036
H -0.94059 -2.13409 -2.49581
H -0.69906 -0.62544 -1.59394
C -7.72849 0.06026 -1.52290
C -7.72824 -0.92689 -2.66387
C -9.06003 -1.50833 -3.07021
O -6.70308 -1.23771 -3.22641
H -6.71066 0.39608 -1.33471
H -8.34800 0.92239 -1.77522
H -8.11842 -0.41246 -0.62026
H -9.73464 -0.71134 -3.38638
H -9.50469 -2.04555 -2.23119
H -8.91608 -2.19970 -3.89743
```

What are the natural (NBO) partial charges on each atom? They are as follows, in elementary charge units: -0.6217, -0.2079, -0.6002, -0.9517, 2.1124, -1.1878, -0.7929, 0.5391, -0.4185, -0.8545, 0.7891, -0.5763, -0.0899, -0.2140, -0.1840, -0.1898, -0.2203, -0.2198, 0.2152, 0.2150, 0.2066, 0.2044, 0.2083, 0.2106, 0.2000, 0.2484, 0.2675, 0.2693, 0.2735, 0.2451, 0.2428, 0.2307, 0.2200, 0.2122, 0.2144, -0.7207, 0.6090, -0.7225, -0.5575, 0.2351, 0.2299, 0.2313, 0.2295, 0.2330, 0.2379, -0.7325, 0.6025, -0.7242, -0.5602, 0.2657, 0.2259, 0.2224, 0.2266, 0.2271, 0.2394, -0.7242, 0.6065, -0.7208, -0.5547, 0.2430, 0.2288, 0.2314, 0.2304, 0.2309, 0.2357



No. 3
C50H46MoN5OP2S3 as an isolated structure at a distorted geometry, computed with the ωB97M-V functional and the def2-TZVPD basis.

HOMO energy (alpha / beta) = -0.563 / -0.563 Eh
HOMO-LUMO gap (alpha / beta) = 5.64 / 6.54 eV
relative energy (zero: lowest compared OMol25 entry of this formula, charge and spin) = 174.8 kJ/mol
LUMO (alpha / beta) = -9.7 / -8.8 eV
total charge = +3
multiplicity = 3
max |F| = 0.0372 hartree/bohr
energy = -4226.594397 a.u.

```
108
C50H46MoN5OP2S3 the ωB97M-V functional and the def2-TZVPD basis
Mo 0.08657 0.39360 0.23627
C 5.54222 0.31408 5.33012
C 4.69174 -0.50962 4.35549
C 5.13257 -1.98744 4.39702
C 3.21653 -0.42007 4.72738
C 2.78067 -0.39957 6.04554
C 1.43649 -0.26401 6.36620
C 0.50255 -0.09078 5.36450
C 0.90301 -0.13516 4.02939
P -0.33905 0.30023 2.75492
C -0.86032 1.89248 3.48113
C -2.16662 2.24063 3.80353
C -2.42721 3.47929 4.37904
C -1.39403 4.36614 4.63835
C -0.08543 4.02333 4.31282
C 0.17953 2.79556 3.73334
C -1.64752 -0.93376 3.07809
C -1.36158 -2.14008 3.71986
C -2.35824 -3.08528 3.91071
C -3.65036 -2.84185 3.46811
C -3.93916 -1.65404 2.81237
C -2.94126 -0.71493 2.60560
C 2.24025 -0.36096 3.73625
O 2.55582 -0.49992 2.40277
C 3.81388 -0.08192 2.03440
C 3.94408 0.24619 0.68690
C 5.16652 0.71627 0.21610
C 6.22522 0.83412 1.10016
C 6.07978 0.46481 2.42892
C 4.86896 -0.00360 2.93060
P 2.53023 -0.13102 -0.38523
C 2.86274 -1.81278 -1.00385
C 1.92191 -2.49094 -1.78238
C 2.25724 -3.69038 -2.39024
C 3.52875 -4.22360 -2.22906
C 4.46246 -3.56242 -1.44577
C 4.13478 -2.36214 -0.83129
C 2.88732 0.94287 -1.81164
C 3.46574 0.63390 -2.97002
C 3.46520 1.58866 -4.08276
C 2.89136 2.79105 -4.00102
C 2.28373 3.28978 -2.73693
C 2.18794 2.25503 -1.62112
H 5.42766 -0.04223 6.35140
H 5.26083 1.36710 5.29758
H 6.59978 0.22529 5.08992
H 4.99312 -2.39429 5.39962
H 6.18632 -2.07738 4.13079
H 4.54859 -2.58646 3.69360
H 3.49771 -0.48119 6.85051
H 1.12784 -0.25669 7.40273
H -0.53555 0.09366 5.61123
H -2.97930 1.54543 3.63972
H -3.44211 3.74391 4.64614
H -1.60239 5.31770 5.10938
H 0.72591 4.70820 4.52233
H 1.20145 2.52234 3.49027
H -0.36680 -2.33515 4.09653
H -2.12790 -4.00857 4.42690
H -4.43058 -3.57072 3.64176
H -4.94858 -1.46499 2.46992
H -3.16212 0.20732 2.08350
H 5.29065 0.96942 -0.82752
H 7.17992 1.20068 0.74784
H 6.93897 0.54351 3.08016
H 0.93866 -2.07644 -1.93937
H 1.52724 -4.20193 -3.00415
H 3.79427 -5.15029 -2.72080
H 5.45601 -3.97156 -1.31871
H 4.87268 -1.85743 -0.22275
H 3.91153 -0.34174 -3.12497
H 3.94754 1.28434 -5.00204
H 2.90174 3.47557 -4.84088
H 2.71487 4.24609 -2.44239
H 2.47635 2.67986 -0.65490
S 0.08542 0.43691 -2.27385
C 0.66712 1.95833 -1.61202
N 0.04287 2.27151 -0.38679
C -0.22277 3.62922 -0.27023
C -0.70966 4.23353 0.88778
C -0.96625 5.59308 0.90059
C -0.75714 6.37123 -0.23396
C -0.29285 5.78630 -1.40700
C -0.02304 4.43127 -1.41912
S 0.42013 3.54931 -2.89150
H -0.87511 3.63229 1.76974
H -1.33961 6.05270 1.80586
H -0.96703 7.43188 -0.21561
H -0.14637 6.38259 -2.29795
C -3.70918 2.08412 0.32225
S -2.66776 0.85042 -0.50137
C -3.80720 -0.55612 -0.56303
H -4.10552 1.71200 1.26540
H -4.52175 2.33470 -0.35620
H -3.09666 2.96669 0.49452
H -4.45850 -0.43060 -1.42478
H -4.39817 -0.60288 0.34797
H -3.21867 -1.46381 -0.67437
N 0.12842 -6.13873 1.30826
C 0.51137 -4.88388 1.47912
N 1.49882 -4.59670 2.33070
N -0.10453 -3.94794 0.76804
C -0.06496 -2.70789 0.68367
N -0.12375 -1.54158 0.51423
H 0.57165 -6.90083 1.79444
H -0.59763 -6.36028 0.64656
H 1.93707 -5.31762 2.88143
H 1.75042 -3.64165 2.52199
```

Here are the Löwdin charges for atoms 1 to 99, given in e: 1.0915, -0.0162, -0.4209, 0.0060, -0.0825, 0.0183, -0.0248, -0.0713, -0.2910, 1.0473, -0.3825, -0.0758, -0.0445, -0.0524, -0.0587, -0.1207, -0.3564, -0.0985, -0.0548, -0.0414, -0.0538, -0.1362, -0.2030, -0.0408, -0.2060, -0.2778, -0.0631, -0.0324, 0.0232, -0.0809, 1.0579, -0.3432, -0.1293, -0.0547, -0.0476, -0.0485, -0.0669, -0.3889, -0.0373, -0.0155, -0.0678, -0.3338, -0.3270, 0.0858, 0.1099, 0.0873, 0.0990, 0.1005, 0.0850, 0.1245, 0.1242, 0.1279, 0.0930, 0.1208, 0.1211, 0.1212, 0.1155, 0.0990, 0.1161, 0.1215, 0.1184, 0.0346, 0.1125, 0.1232, 0.1248, 0.0469, 0.1180, 0.1204, 0.1196, 0.1041, 0.1273, 0.1275, 0.1273, 0.1404, 0.1567, 0.6745, -0.9338, -0.2033, -0.2555, 0.0078, -0.0116, -0.0096, -0.0370, -0.3605, 1.2632, 0.0786, 0.1240, 0.1309, 0.1294, -0.3252, 0.7459, -0.3246, 0.0352, 0.0621, 0.0259, 0.0581, 0.0254, 0.0457, 0.2306



No. 4
A 8-piece molecular cluster, C14H42NO10 overall at a distorted geometry, computed with the ωB97M-V functional and the def2-TZVPD basis.

HOMO energy = -0.251 Eh
HOMO-LUMO gap = 9.74 eV
relative energy (zero: lowest compared OMol25 entry of this formula, charge and spin) = 1007.4 kJ/mol
LUMO = 2.9 eV
total charge = -1
max |F| = 0.2111 hartree/bohr
energy = -1365.363857 a.u.

```
67
C14H42NO10 the ωB97M-V functional and the def2-TZVPD basis
N 0.25246 0.74336 -0.44536
O 0.05185 -0.48744 -0.25588
O 1.37496 1.25362 -0.16618
O -0.70539 1.52953 -0.61357
C -5.68393 2.14557 -0.64075
C -4.35299 1.54998 -0.30809
O -4.48754 0.19510 -0.05557
H -6.18196 1.85778 -1.74409
H -5.51855 3.19072 -0.73145
H -6.62174 1.88779 0.18775
H -4.02477 1.96130 0.58362
H -3.47775 1.98802 -0.89384
H -3.77073 -0.24239 0.22912
C 4.19043 -2.80894 -1.97672
C 3.32209 -1.51704 -1.79880
O 3.41350 -0.88192 -0.53255
H 4.17984 -3.06200 -3.02126
H 3.85093 -3.66324 -1.30298
H 5.45369 -2.49603 -1.97099
H 2.29003 -1.91501 -1.89971
H 3.51528 -0.76803 -2.63613
H 2.73778 -0.10778 -0.37300
C 0.70206 5.98995 -2.14024
C 0.49910 4.43213 -2.02066
O 1.71278 3.88251 -1.41867
H 0.65971 6.42054 -1.22931
H -0.08457 6.61809 -2.70979
H 1.56860 6.20881 -2.70380
H 0.25360 3.85165 -2.90836
H -0.12267 4.15760 -1.21136
H 1.58203 3.00170 -1.08628
C 2.35139 0.49148 4.61069
C 2.54612 0.33065 3.20365
O 2.18384 1.48048 2.58521
H 1.35395 0.67114 5.14939
H 3.05997 1.39743 5.01469
H 2.70910 -0.38587 5.11694
H 1.75362 -0.45880 2.85650
H 3.48901 -0.13145 3.11395
H 1.65220 1.29033 1.68113
C -2.41077 -0.69834 3.66850
C -1.46365 -0.29921 2.51691
O -2.08713 -0.63596 1.26813
H -2.10677 -0.46014 4.61369
H -2.61785 -1.94115 3.51055
H -3.57951 -0.67733 3.61913
H -0.62912 -0.87146 2.32910
H -1.18194 0.66205 2.63785
H -1.44122 -0.52274 0.59040
C -1.76185 -1.69411 -4.45757
C -1.05732 -1.08159 -3.18542
O -1.04315 0.33340 -3.36093
H -2.86009 -1.29079 -4.57480
H -1.90084 -2.77312 -4.26290
H -1.06283 -1.28251 -5.35838
H 0.11228 -1.28210 -2.97825
H -1.52743 -1.44983 -2.21269
H -0.70744 0.66605 -2.67637
C 0.74016 -4.54685 2.09993
C 1.34010 -3.51924 0.98593
O 2.52360 -2.91574 1.43522
H 0.38715 -3.87141 2.71602
H 1.62995 -5.22006 2.35219
H -0.19008 -5.27348 1.90688
H 0.81469 -2.69633 0.66658
H 1.44811 -4.05104 -0.03216
H 2.95564 -2.20831 0.64521
```

What are the natural (NBO) partial charges on each atom? They are as follows, in elementary charge units: 0.7024, -0.5305, -0.5769, -0.4821, -0.5957, -0.0910, -0.7355, 0.1905, 0.1988, 0.1957, 0.1554, 0.1770, 0.4949, -0.6260, -0.0691, -0.7819, 0.2116, 0.2287, 0.1879, 0.1651, 0.1670, 0.5320, -0.6167, -0.0731, -0.7730, 0.2038, 0.1908, 0.2070, 0.1656, 0.1874, 0.4936, -0.5978, -0.0741, -0.7473, 0.2001, 0.1804, 0.1983, 0.1492, 0.1619, 0.5044, -0.6359, -0.0707, -0.7742, 0.1995, 0.1892, 0.2336, 0.1833, 0.1595, 0.4900, -0.6470, -0.0725, -0.7137, 0.2188, 0.2108, 0.2168, 0.1547, 0.1755, 0.4506, -0.6261, -0.0486, -0.7960, 0.2005, 0.2132, 0.2001, 0.1797, 0.1116, 0.5185



No. 5
A 3-piece molecular cluster, C23H44N2O6 overall at a distorted geometry, computed with the ωB97M-V functional and the def2-TZVPD basis.

HOMO energy (alpha / beta) = -0.318 / -0.341 Eh
HOMO-LUMO gap (alpha / beta) = 9.31 / 9.01 eV
relative energy (zero: lowest compared OMol25 entry of this formula, charge and spin) = 177.3 kJ/mol
LUMO (alpha / beta) = 0.7 / -0.3 eV
multiplicity = 3
max |F| = 0.0963 hartree/bohr
energy = -1463.522095 a.u.

```
75
C23H44N2O6 the ωB97M-V functional and the def2-TZVPD basis
C 3.56575 3.26618 1.77320
C 2.86176 4.67948 2.02751
C 1.27035 4.61883 1.83344
O 0.57894 5.86411 1.54973
C 0.66864 3.79488 3.09418
O -0.70120 3.64824 2.57446
C -0.41121 3.05755 1.28335
O -1.10085 2.17397 0.76437
O 0.81097 3.67139 0.80288
H 4.70469 3.41687 1.69163
H 3.36171 2.59822 2.69185
H 3.24761 2.73959 0.81457
H 3.05233 5.08046 3.07688
H 3.25370 5.47072 1.28382
H 0.10715 5.76395 0.69548
H 1.10321 2.73775 2.93492
H 0.79987 4.23102 4.13516
C 3.94758 -2.33351 0.45697
C 3.74117 -1.36760 1.64932
C 4.40120 -1.96975 2.90621
C 3.63977 -3.17574 3.44536
C 2.17734 -2.82588 3.69901
C 1.46611 -2.14220 2.51011
N 2.28806 -1.08023 1.85321
O 2.19815 0.03947 2.61970
C 1.05724 -3.19138 1.44963
C 0.09993 -1.61560 3.03062
C 4.53193 -0.10473 1.22520
H 4.99456 -2.33980 0.13917
H 3.71880 -3.37189 0.68607
H 3.34972 -2.02847 -0.40790
H 4.46733 -1.21232 3.69728
H 5.43284 -2.26517 2.68604
H 3.71421 -4.02295 2.75684
H 4.10084 -3.50578 4.38174
H 1.63917 -3.73662 3.98277
H 2.13923 -2.16708 4.57511
H 0.63621 -2.70884 0.56197
H 0.29055 -3.86597 1.84260
H 1.87246 -3.83853 1.13305
H 0.20953 -0.94623 3.88788
H -0.53107 -2.44296 3.36798
H -0.44624 -1.08356 2.24593
H 4.09456 0.34638 0.32933
H 5.57165 -0.35325 0.99315
H 4.56927 0.65533 2.00893
C -3.58911 -0.01131 -1.21225
C -2.73939 0.12439 -2.49925
C -3.11665 1.43578 -3.21739
C -4.50051 1.37655 -3.85460
C -4.61754 0.17809 -4.78962
C -4.17925 -1.16594 -4.16690
N -2.91283 -1.07404 -3.37753
O -1.87955 -1.08513 -4.26102
C -5.29814 -1.73144 -3.26090
C -4.10021 -2.20422 -5.32009
C -1.29294 0.25004 -1.95746
H -3.27250 0.71723 -0.45965
H -4.64926 0.18296 -1.36110
H -3.47694 -1.00512 -0.76665
H -2.37921 1.66452 -3.99691
H -3.08070 2.27485 -2.51413
H -5.28070 1.33843 -3.08823
H -4.67781 2.29643 -4.42111
H -5.65110 0.10587 -5.14544
H -4.00658 0.38602 -5.67643
H -4.96385 -2.63544 -2.74222
H -6.17767 -2.00643 -3.85125
H -5.66199 -1.02530 -2.51765
H -3.43377 -1.88413 -6.12514
H -5.08311 -2.35102 -5.77746
H -3.75776 -3.17736 -4.95600
H -0.99176 -0.66203 -1.43280
H -1.21459 1.07772 -1.24863
H -0.56015 0.45172 -2.74289
```

What are the Löwdin partial charges on each atom? They are as follows, in elementary charge units: -0.1133, -0.1316, -0.4172, 0.0182, -0.0394, -0.0135, -0.3638, 0.1249, 0.0291, 0.0884, 0.0760, 0.0846, 0.1251, 0.1270, 0.1200, 0.1384, 0.1561, -0.0399, -0.4791, -0.1369, -0.1836, -0.1352, -0.4787, -0.0316, -0.0407, -0.0371, -0.0430, -0.0471, 0.0861, 0.0557, 0.0964, 0.1247, 0.1249, 0.1039, 0.1140, 0.1247, 0.1221, 0.0896, 0.0857, 0.0590, 0.0761, 0.0854, 0.0867, 0.0889, 0.0869, 0.0580, -0.0357, -0.4775, -0.1348, -0.1852, -0.1376, -0.4834, -0.0443, -0.0270, -0.0437, -0.0508, -0.0404, 0.0797, 0.0547, 0.0940, 0.1251, 0.1253, 0.1032, 0.1127, 0.1231, 0.1220, 0.0921, 0.0830, 0.0576, 0.0758, 0.0831, 0.0878, 0.0854, 0.0531, 0.0782



No. 6
C4H3BrN2OS in the gas phase at a distorted geometry, computed with the ωB97M-V functional and the def2-TZVPD basis.

HOMO energy = -0.335 Eh
HOMO-LUMO gap = 8.11 eV
LUMO = -1.0 eV
max |F| = 0.1078 hartree/bohr
energy = -3311.014239 a.u.

```
12
C4H3BrN2OS the ωB97M-V functional and the def2-TZVPD basis
C 2.22768 -0.58272 -0.16304
C 4.28510 -0.37181 -0.00410
C 1.34566 0.53943 -0.02705
C -0.09130 0.10527 -0.05753
N 2.16222 -1.82339 0.06525
N 3.11136 -2.68501 0.14994
O 1.67396 1.70596 0.06660
S 4.67686 -1.98226 0.08731
Br 5.19156 1.18637 -0.02717
H -0.50014 -0.49256 -0.89911
H -0.69333 0.97721 0.20266
H -0.10442 -0.53867 0.74190
```

What are the natural (NBO) partial charges on each atom? They are as follows, in elementary charge units: 0.1423, -0.5107, 0.4806, -0.6999, -0.1516, -0.4298, -0.5182, 0.7030, 0.2678, 0.2471, 0.2382, 0.2310